24
Properties=species:S:1:pos:R:3:forces:R:3:nbo_charge:R:1 method="wB97M-V/def2-TZVPD" homo_lumo_gap_ev="3.784 / 9.816" e_lumo_ha="0.0219 / 0.0122" homo_ev="-3.188 / -9.485" charge=0 multiplicity=2
C 0.701963 0.459824 1.071418 0.6 1.6 -0.1 -0.457
H -0.203542 -1.935737 1.399077 -0.5 0.0 0.6 0.204
H 3.334953 1.077878 -0.759724 1.5 -0.8 -1.0 0.226
N 0.849088 -0.499026 -1.359127 1.8 1.6 -0.6 -1.018
H 1.324875 0.019498 1.828165 0.3 -1.5 -0.2 0.223
H 3.184171 1.079292 0.926360 -0.9 -0.3 -0.4 0.212
C 1.356556 0.500679 -0.327954 1.7 0.2 1.9 -0.122
C -1.645492 1.028228 0.690398 -2.2 3.9 -0.7 -0.668
C -0.722035 0.059843 1.193727 1.9 0.3 -1.2 -0.031
H -1.740296 1.091452 -0.432633 0.1 -1.1 0.9 0.227
C 2.934627 0.474135 0.021302 -1.8 -1.1 0.9 -0.638
H -2.688866 0.859863 1.130471 1.3 0.7 -0.7 0.225
H 1.630128 -0.623456 -2.139760 -1.0 0.4 0.2 0.209
H -2.776249 -1.358089 -1.254791 1.7 -0.3 -0.6 0.466
H 0.899674 1.490364 1.450158 -0.9 -0.1 -0.4 0.223
H -1.234780 2.124532 0.744654 -1.1 -1.7 1.0 0.212
H -2.988018 -0.045802 -1.755728 3.1 -1.5 -0.8 0.451
H -2.088178 -1.428745 1.695662 1.6 -0.3 -1.0 0.200
H 1.299968 1.492573 -0.787511 -0.9 -0.4 -0.1 0.208
O -2.180745 -0.754995 -1.789202 -4.8 1.5 1.1 -0.985
C -1.009515 -1.197281 1.401062 -1.8 -1.4 1.4 -0.406
H -0.070541 -0.233547 -1.752971 0.0 0.4 -0.3 0.422
H 3.216295 -0.584110 0.334881 0.3 1.4 -1.3 0.233
H 0.706118 -1.445392 -1.098514 0.0 -1.6 1.3 0.381

24
Properties=species:S:1:pos:R:3:forces:R:3:nbo_charge:R:1 method="wB97M-V/def2-TZVPD" homo_lumo_gap_ev=9.578 e_lumo_ha=-0.1178 homo_ev=-12.783 charge=+1
N -2.427074 0.128029 -0.299782 -1.3 2.5 1.2 -0.738
H 0.488603 1.710527 -0.091557 -1.4 -0.2 -0.1 0.512
H -0.384769 -0.053112 -2.030691 -0.1 -0.9 1.1 0.226
H 1.019886 -0.762145 1.383063 -0.3 0.0 -0.8 0.199
H 3.385472 -0.185752 1.654792 -1.0 1.4 -0.7 0.250
H -2.239662 -1.013694 1.407907 1.2 -0.2 -0.8 0.230
H -3.009802 -0.494934 -0.932676 1.3 1.5 0.5 0.465
H -0.163963 3.026097 -0.269569 -0.7 0.5 -0.1 0.501
H -1.892550 0.988409 -0.554359 0.7 -0.8 -2.0 0.497
C 2.597090 0.583263 1.271219 3.7 0.9 -0.8 -0.664
H 3.163855 1.383740 0.540693 -1.3 -2.1 1.8 0.216
C 1.533525 -0.179893 0.600752 -0.4 -0.6 -0.6 -0.237
H -3.046130 0.771938 0.235071 -0.7 -1.3 0.2 0.438
H -0.800297 0.067315 1.123428 -1.0 -0.6 -0.9 0.264
H -1.374927 -2.275058 -1.002122 -1.4 0.0 0.6 0.237
C 0.076710 -0.874310 -1.393728 1.0 0.2 0.4 -0.462
H 0.370765 -1.585837 -2.176723 0.1 -0.1 0.4 0.248
C -0.826544 -1.642059 -0.316507 1.2 1.3 -0.8 -0.445
H -0.260699 -2.349980 0.285421 0.4 0.2 -0.1 0.250
C -1.534427 -0.617458 0.617889 -0.7 -1.6 0.4 -0.243
O -0.429697 2.108115 -0.156412 1.6 -0.1 0.1 -0.998
C 1.300390 -0.252184 -0.733626 2.2 2.0 0.2 -0.214
H 2.302902 1.112580 2.189091 -0.3 -0.1 -0.4 0.237
H 2.151344 0.406407 -1.351581 -2.7 -1.8 1.2 0.232

25
Properties=species:S:1:pos:R:3:forces:R:3:nbo_charge:R:1 method="wB97M-V/def2-TZVPD" homo_lumo_gap_ev=8.754 e_lumo_ha=-0.0954 homo_ev=-11.351 charge=+1
N 0.479681 -1.667448 -0.535451 2.4 -1.1 1.4 -0.234
H 2.599432 -1.662750 -0.189208 0.2 -0.3 -0.3 0.225
H 1.756027 -0.157217 0.217210 0.0 -0.5 0.4 0.241
C -0.698798 -1.096931 0.059730 -0.9 2.4 1.4 -0.446
O 0.351676 2.925676 2.619259 1.4 -0.5 2.5 -0.605
H 1.727113 -1.531652 -2.280648 -2.7 0.8 0.6 0.256
H 1.643327 -1.631371 1.233137 -0.4 -0.5 2.0 0.230
H -2.813063 4.231885 0.424361 -2.6 -0.1 0.0 0.236
H 0.198598 -3.426309 0.588743 0.5 -0.1 -0.3 0.239
C -1.793780 4.171790 0.427218 3.0 -2.0 -0.9 -0.723
S -1.173429 2.390008 0.600871 -2.1 0.8 -1.2 0.259
C 0.599795 -1.334878 -1.933820 0.8 1.8 -2.9 -0.448
H -1.339570 4.505529 -0.484797 0.0 0.5 -0.3 0.232
H 0.178336 -0.258186 -2.049710 1.5 -1.5 0.0 0.249
H 0.287503 3.822879 2.392995 -0.4 2.6 -0.6 0.467
H -1.446727 -1.222601 -0.748267 -0.4 -0.2 1.3 0.229
H -0.685429 -3.323036 -1.030898 2.5 0.0 1.4 0.227
C 0.356594 -3.120373 -0.449856 -3.3 -1.5 -1.5 -0.413
H -0.808472 -1.581074 1.105219 -0.5 0.9 -2.0 0.250
H -0.105083 -1.933524 -2.587980 0.9 0.3 1.0 0.248
C 1.715522 -1.256859 0.271661 -0.3 1.5 -2.6 -0.386
H 1.146571 -3.617084 -1.013053 0.1 0.0 0.4 0.241
H -1.375718 4.631857 1.259312 0.6 1.4 1.4 0.200
H -0.552295 0.054337 0.199290 -0.2 -2.3 -0.1 0.259
C -0.247810 2.087334 1.904681 0.2 -2.6 -0.8 -0.034

23
Properties=species:S:1:pos:R:3:forces:R:3:nbo_charge:R:1 method="wB97M-V/def2-TZVPD" homo_lumo_gap_ev="1.975 / 10.239" e_lumo_ha="0.1198 / 0.1173" homo_ev="1.284 / -7.048" charge=-1 multiplicity=2
H 0.814144 0.056244 0.529822 0.2 0.0 0.1 0.209
H -0.388601 -0.575977 -1.287790 0.3 -0.2 0.9 0.185
C -1.061701 1.200180 -2.089077 -0.1 0.8 1.1 -0.658
H 1.516416 0.110809 3.453526 0.2 -0.5 0.0 0.195
O 0.740940 -5.499687 -3.932473 0.0 -0.2 -0.1 -1.276
C 1.728615 1.012501 2.894779 0.0 0.2 -0.2 -0.620
H -0.102420 -0.556445 1.917353 0.0 -0.5 -0.3 0.196
C -1.279745 0.542334 0.453151 0.4 -0.8 -0.4 -0.404
H 2.504584 0.853352 2.147469 0.1 -0.4 0.0 0.201
H 0.647859 2.358988 1.627660 0.0 -0.2 -0.5 0.185
C 0.022392 0.283624 1.238386 -0.8 0.6 0.3 -0.461
H -1.990146 1.444922 -2.612743 0.2 -0.3 -0.1 0.195
C 0.437580 1.415707 2.145500 1.3 1.4 1.1 -0.390
H 2.183334 1.688848 3.626843 -0.5 0.4 -0.2 0.195
H -1.570605 1.591423 0.501664 -0.1 0.1 0.1 0.184
H -2.063677 -0.521535 -1.223915 -0.2 0.1 -0.2 0.195
H -0.788573 2.117317 -1.550687 0.1 0.1 -0.3 0.181
H -2.087422 -0.065134 0.871227 0.0 0.3 0.3 0.195
H 0.780802 -4.534888 -4.079763 0.1 0.0 0.2 0.283
C -1.195681 0.106722 -1.017833 -0.4 -0.5 -1.1 -0.575
H 1.659671 -5.766130 -3.768309 -0.1 0.2 0.0 0.393
H -0.231670 0.974067 -2.749126 -0.2 0.0 -0.5 0.205
H -0.276085 1.762748 2.904339 -0.5 -0.7 -0.2 0.186

24
Properties=species:S:1:pos:R:3:forces:R:3:nbo_charge:R:1 method="wB97M-V/def2-TZVPD" homo_lumo_gap_ev="2.759 / 7.613" e_lumo_ha="0.1474 / 0.1428" homo_ev="1.251 / -3.727" charge=-1 multiplicity=2
H 1.034745 2.532863 1.917945 -0.1 0.1 -0.6 0.478
H -1.429478 1.398013 1.473481 0.6 0.1 -0.3 0.474
H -0.827614 -1.843079 -3.784040 -0.4 0.3 0.2 0.178
H -0.312357 -1.243707 2.997448 -0.7 0.1 0.2 0.153
H -1.014823 -2.494915 -2.157316 0.2 0.0 0.1 0.205
O 1.815962 2.430496 1.350215 0.0 0.3 0.8 -0.941
H 1.014676 0.323736 0.863105 -0.1 0.2 -0.2 0.178
H -0.559130 0.961554 -0.924840 0.5 0.1 -0.5 0.213
H 0.394324 -2.379763 1.903248 0.4 -0.2 0.3 0.163
C -0.609992 -0.841167 0.135155 -1.9 0.3 -2.4 -0.482
C -0.701393 -0.088171 -1.178536 -1.1 -0.5 0.6 -0.443
H -1.742126 -0.174271 -1.544361 0.2 0.1 -0.1 0.168
H 2.202770 1.645835 1.746557 0.3 -0.2 -0.2 0.459
H 1.374897 -1.176733 2.854954 0.4 -0.1 -0.3 0.175
H -1.924165 2.285932 0.382665 0.4 0.2 0.2 0.462
H 0.363773 0.017394 -3.100662 -0.5 0.2 -0.1 0.168
C 0.194625 -0.666257 -2.255082 1.2 0.4 -0.8 -0.419
H 1.234785 -0.738437 -1.918691 -0.2 -0.4 0.6 0.195
C -0.315901 -1.987510 -2.824917 -0.1 -0.3 -0.7 -0.650
C 0.478476 -1.340385 2.255348 -0.2 0.3 -0.5 -0.640
C 0.279526 -0.441002 1.045712 2.2 -0.6 2.9 -0.441
H -1.083548 -1.811327 0.132034 -0.1 -0.3 0.4 0.153
H 0.453937 -2.694960 -3.138172 0.3 0.0 0.5 0.193
O -1.224243 2.259952 1.056859 -1.1 -0.1 0.1 -1.002

25
Properties=species:S:1:pos:R:3:forces:R:3:nbo_charge:R:1 method="wB97M-V/def2-TZVPD" smiles=C[C@H](O)OO.CCCC homo_lumo_gap_ev=10.990 e_lumo_ha=0.0339 homo_ev=-10.067 charge=0
H 3.449191 2.439869 1.169166 0.0 0.1 0.0 0.225
C -1.257985 -1.241920 0.074624 0.0 0.1 0.0 -0.414
C -1.912902 -0.753886 -2.360693 0.2 -0.1 0.1 -0.611
H -1.633266 -2.267471 0.121895 0.0 0.0 0.0 0.194
H -2.441230 0.175381 -2.160876 -0.1 0.1 0.0 0.199
C -0.782483 -0.976620 -1.362140 -0.3 -0.1 0.1 -0.399
H 1.402309 1.405102 2.116969 0.0 -0.1 -0.2 0.177
H -0.201744 -1.847194 -1.680007 0.1 0.1 0.0 0.204
H -3.254385 -0.390528 -0.015014 -0.1 0.1 0.0 0.201
C 1.950695 0.905070 1.311292 0.0 0.4 0.4 0.345
O 1.827031 -0.462404 1.555593 -0.1 -0.3 0.1 -0.712
H 2.322482 -0.945906 0.882779 0.0 0.1 0.0 0.468
C 3.406116 1.359737 1.264760 -0.4 -0.1 -0.1 -0.646
H -0.397397 -1.181607 0.744472 0.0 -0.1 0.0 0.227
O 0.095377 1.854832 0.251169 -0.4 0.3 0.4 -0.450
O 1.368230 1.260606 0.073873 0.6 0.1 -0.6 -0.300
H -2.626281 -1.573363 -2.315960 -0.2 -0.1 0.0 0.202
C -2.359565 -0.322825 0.601061 0.1 -0.2 0.0 -0.612
H -2.625210 -0.632294 1.613269 0.0 0.1 0.0 0.216
H -0.480044 1.343532 -0.340780 0.3 -0.1 0.1 0.467
H -2.047913 0.719135 0.652028 -0.1 0.1 0.0 0.193
H 3.899344 0.910993 0.404922 0.1 0.0 -0.1 0.209
H -1.514075 -0.703351 -3.371949 -0.1 0.0 -0.1 0.211
H 3.911532 1.052128 2.175589 0.0 0.0 0.0 0.221
H -0.097825 -0.127016 -1.406040 0.1 0.0 0.0 0.185

27
Properties=species:S:1:pos:R:3:forces:R:3:nbo_charge:R:1 method="wB97M-V/def2-TZVPD" smiles="CCC[P@H](=O)O[P@@H](=O)CCC" homo_lumo_gap_ev=11.308 e_lumo_ha=0.0348 homo_ev=-10.362 charge=0
O 2.883810 -1.078903 1.124562 -0.6 0.2 0.6 -1.069
O -1.916628 -0.389928 0.945818 -2.4 1.7 0.9 -1.077
O 0.345977 -1.385041 1.444296 1.2 -0.7 1.7 -1.137
H 2.212263 3.323220 0.254744 -0.9 -0.2 0.4 0.205
C 1.101712 1.489050 0.475638 -0.5 -1.0 0.9 -0.413
H -1.271267 -2.846333 0.830460 -0.4 1.1 0.1 -0.094
H 0.698067 3.189626 -0.528049 -1.6 1.4 -1.9 0.211
C -0.287898 -1.317777 -1.142706 0.9 -0.9 0.8 -0.766
H -0.180911 -2.322926 -1.596561 -0.5 0.1 0.4 0.231
H -1.488339 0.405902 -1.351255 -0.2 0.0 -0.1 0.219
P -0.999926 -1.435399 0.632335 3.3 -2.6 -3.0 1.994
C -1.272661 -0.494579 -1.928703 0.5 1.2 -1.1 -0.418
H 0.164839 1.065297 -0.009630 1.1 0.5 0.9 0.211
C 1.149484 2.968336 0.363583 2.0 0.4 2.1 -0.597
H -3.452716 -1.023848 -2.469920 0.2 0.6 0.3 0.223
H -2.700901 -2.174364 -1.400074 0.2 0.1 0.8 0.202
H 0.204677 1.165141 2.456268 0.9 -0.1 -0.2 0.250
C -2.491157 -1.408606 -2.127936 0.3 -0.1 -2.3 -0.622
P 1.716391 -0.706256 1.955738 -0.2 1.4 -0.4 1.985
H 1.877807 -1.003362 3.336940 -0.4 -0.4 -0.5 -0.102
H -0.792170 -0.096653 -2.931536 -1.2 -1.0 1.7 0.211
H 0.712412 3.378597 1.304079 0.0 0.4 -1.2 0.205
H 1.968406 1.534221 2.577759 0.6 1.0 0.1 0.232
H 0.799173 -1.015387 -1.156081 -1.2 0.4 0.5 0.258
H -2.137392 -1.976307 -2.993806 -0.4 -0.5 -0.1 0.206
C 1.213649 1.080697 1.975728 -1.3 -2.5 -1.1 -0.768
H 1.943300 1.075582 -0.041690 0.4 -0.5 -0.5 0.219

30
Properties=species:S:1:pos:R:3:forces:R:3:nbo_charge:R:1 method="wB97M-V/def2-TZVPD" homo_lumo_gap_ev="6.439 / 5.769" e_lumo_ha="0.0894 / 0.0594" homo_ev="-4.006 / -4.152" charge=-1 multiplicity=3
S 0.416787 -2.591568 -0.510274 0.0 0.0 0.0 -0.711
H 1.990700 -1.088797 3.081297 0.0 0.0 0.0 0.233
C -0.622461 -2.077804 3.097975 0.0 0.0 0.0 -0.951
C 2.229229 0.878049 2.216446 0.0 0.0 0.0 -0.737
S 2.947231 -1.229168 -3.075485 0.0 0.0 0.0 -0.916
H -1.133823 0.470124 4.484817 0.0 0.0 0.0 0.212
H -1.673827 -2.294915 2.908937 0.0 0.0 0.0 0.244
H 4.409893 -0.662987 0.876259 0.0 0.0 0.0 0.209
H 1.731421 1.852527 2.233942 0.0 0.0 0.0 0.223
C 1.468677 -0.127982 3.085642 0.0 0.0 0.0 -0.723
P -0.217754 -0.445992 2.399513 0.0 0.0 0.0 0.929
S -0.357478 -2.981840 -4.292124 0.0 0.0 0.0 -0.835
H 3.566253 -1.396234 -0.531490 0.0 0.0 0.0 0.310
H 1.401298 0.201058 4.126079 0.0 0.0 0.0 0.221
C 3.455795 -1.037280 0.494981 0.0 0.0 0.0 -0.995
Pd -0.034233 -0.253444 0.077663 0.1 0.1 0.0 0.354
S -0.412730 0.280624 -2.161398 0.0 0.0 0.0 -0.749
H -0.425846 -2.122964 4.171481 0.0 0.0 0.0 0.212
H 3.095173 -1.865691 1.103402 0.0 0.0 0.0 0.243
P 2.220716 0.287630 0.469371 -0.1 0.0 0.0 1.049
C 2.998093 1.611749 -0.490036 0.0 0.0 0.0 -0.978
C -1.253177 0.671291 3.417581 0.0 0.0 0.0 -0.948
H 2.349269 2.487416 -0.491870 0.0 0.0 0.0 0.239
H -2.298717 0.541970 3.138223 0.0 0.0 0.0 0.241
H -0.977176 1.705796 3.210612 0.0 0.0 0.0 0.236
H 3.984347 1.869248 -0.097154 0.0 0.0 0.0 0.213
H -0.030645 -2.828859 2.573405 0.0 0.0 0.0 0.262
H 3.085479 1.236878 -1.512803 0.0 0.0 0.0 0.299
Sb 0.745505 -1.748999 -2.760607 0.0 0.0 0.0 1.392
H 3.252375 1.019364 2.576548 0.0 0.0 0.0 0.221

30
Properties=species:S:1:pos:R:3:forces:R:3:nbo_charge:R:1 method="wB97M-V/def2-TZVPD" homo_lumo_gap_ev=7.422 e_lumo_ha=0.1067 homo_ev=-4.518 charge=-1
H -4.336610 0.549944 0.880832 -0.1 0.0 -2.6 0.232
Cl -3.588910 3.419315 -1.228476 0.1 -1.0 -0.3 -0.180
B 0.153626 1.575922 -0.192630 0.5 0.7 -0.3 1.091
O 0.389309 0.237056 0.382827 0.7 -0.2 -2.9 -0.788
H 3.150674 -0.423122 0.916669 0.2 0.1 0.3 0.477
O 1.110064 2.360883 -1.005426 0.0 -3.4 0.5 -0.934
Cl -3.161811 -0.086953 -2.810977 -0.3 -0.1 0.8 -0.151
H -0.438121 -0.735749 -1.452068 1.5 0.0 1.6 0.195
O 4.001250 -0.512786 1.379806 0.0 0.1 -0.1 -0.727
B -1.315080 2.321940 0.128996 0.1 -0.3 -0.6 -0.667
H -2.314666 -0.188281 -0.485614 -1.5 1.4 -1.3 0.230
H -1.084383 3.480750 0.164257 0.0 0.8 -0.1 0.011
H -5.296163 1.224270 -0.651498 1.8 -1.4 0.6 0.233
C -4.496334 0.449831 -0.290518 -0.1 -1.0 0.1 -0.646
C -3.052922 0.522384 -1.064161 -0.1 1.2 1.8 -0.189
H -1.734615 2.055155 -2.121261 -1.7 0.0 2.0 0.215
C 3.979777 -1.748678 2.078645 -0.3 0.2 -0.3 -0.059
H 0.258476 -1.849902 -0.056313 0.2 2.2 -1.3 0.181
H 3.773205 -3.851992 1.625723 0.0 0.0 -0.1 0.201
H 1.436488 -0.928776 -1.211720 -1.9 0.4 1.0 0.152
H -1.670710 1.951881 1.188415 -0.7 -0.4 0.9 -0.022
C 0.403954 -0.819602 -0.640728 0.4 -1.4 0.3 -0.296
C -2.356756 2.005887 -1.103876 1.0 -1.1 -1.4 -0.320
H 4.929061 -1.856047 2.611672 -0.1 0.2 -0.1 0.166
H 4.593002 -2.904029 0.361674 0.0 0.0 0.2 0.206
H -4.948496 -0.630158 -0.461142 0.9 2.1 0.3 0.200
H 3.171316 -1.721399 2.815556 0.0 -0.2 0.1 0.160
C 3.787499 -2.891406 1.103184 0.0 -0.3 -0.1 -0.633
H 1.809122 1.769667 -1.413457 -0.9 1.0 0.8 0.454
H 2.848752 -2.776003 0.551609 0.0 0.0 0.1 0.207